(1)
152
Properties=species:S:1:pos:R:3 method="wB97M-V/def2-TZVPD" orbital_gap_ev=4.42 max_force_ev_per_a=3.1 multiplicity=1 charge=+4 e_tot_ha=-5810.45047
Zr 0.430 -1.535 -0.325
F -1.168 3.082 4.698
C -0.131 3.152 3.842
C -0.082 2.208 2.860
C 0.893 2.251 1.853
C 0.953 1.226 0.837
O 0.271 0.146 0.946
C 1.831 1.501 -0.246
C 2.647 2.608 -0.192
N 2.675 3.481 0.814
C 3.574 4.610 0.727
C 3.007 5.997 0.607
C 3.659 5.353 -0.574
C 1.790 3.345 1.863
C 1.778 4.247 2.933
C 0.837 4.187 3.964
N 0.793 5.095 4.995
C 1.608 6.295 5.002
C 0.861 7.452 5.672
N 0.414 7.081 7.039
C -0.424 5.855 6.980
C 0.392 4.732 6.345
C 1.844 0.709 -1.535
O 2.589 1.028 -2.431
O 0.962 -0.249 -1.635
H -0.839 1.443 2.818
H 3.328 2.771 -1.017
H 4.486 4.461 1.295
H 3.514 6.811 1.099
H 1.932 6.096 0.587
H 4.626 5.705 -0.894
H 3.017 5.046 -1.384
H 2.533 5.013 2.946
H 1.816 6.613 3.982
H 2.563 6.123 5.516
H -0.025 7.706 5.088
H 1.518 8.324 5.722
H -0.114 7.858 7.460
H 1.233 6.905 7.641
H -1.313 6.068 6.381
H -0.738 5.568 7.985
H -0.208 3.828 6.355
H 1.284 4.542 6.960
C -1.881 -1.025 2.925
C -2.372 -2.139 1.994
C -3.757 -2.528 2.264
C -4.139 -3.829 2.234
C -3.186 -4.828 1.990
C -1.831 -4.566 1.794
C -0.964 -5.734 1.448
C -1.383 -3.237 1.842
N -0.113 -2.777 1.561
C 0.992 -3.190 2.163
C 0.982 -4.012 3.414
C 2.275 -2.688 1.687
C 3.529 -3.169 2.343
N 2.282 -1.872 0.658
C 3.436 -1.149 0.277
C 4.022 -0.231 1.169
C 3.500 0.026 2.554
C 5.120 0.507 0.747
C 5.649 0.349 -0.519
C 5.074 -0.559 -1.389
C 3.969 -1.311 -1.020
C 3.406 -2.320 -1.980
H -2.536 -0.159 2.856
H -0.861 -0.740 2.658
H -1.896 -1.379 3.955
H -4.464 -1.735 2.451
H -5.166 -4.113 2.403
H -3.524 -5.852 1.946
H -1.367 -6.635 1.903
H 0.060 -5.621 1.773
H -0.969 -5.884 0.368
H -0.034 -4.193 3.755
H 1.527 -3.479 4.194
H 1.479 -4.974 3.294
H 3.545 -4.259 2.378
H 3.612 -2.825 3.374
H 4.410 -2.834 1.799
H 2.471 -0.308 2.695
H 3.547 1.092 2.770
H 4.137 -0.476 3.282
H 5.585 1.194 1.437
H 6.520 0.909 -0.819
H 5.504 -0.697 -2.368
H 4.075 -2.423 -2.833
H 2.430 -1.995 -2.366
H 3.305 -3.302 -1.512
C -4.783 -2.291 -5.828
C -4.293 -3.143 -4.848
C -3.199 -2.767 -4.096
C -2.586 -1.533 -4.318
C -3.079 -0.679 -5.295
C -4.175 -1.067 -6.049
P -1.088 -1.195 -3.325
C -0.151 0.106 -4.177
C -0.671 1.397 -4.201
C 0.005 2.390 -4.887
C 1.186 2.102 -5.554
C 1.712 0.822 -5.507
C 1.058 -0.173 -4.806
C -0.226 -2.774 -3.686
C -0.282 -3.031 -5.048
C 0.123 -4.249 -5.592
C 0.623 -5.209 -4.759
C 0.776 -4.963 -3.380
C 1.382 -5.951 -2.581
C 1.565 -5.743 -1.249
C 1.137 -4.528 -0.680
C 0.495 -3.532 -1.385
C 0.325 -3.733 -2.790
H -5.631 -2.590 -6.425
H -4.757 -4.102 -4.678
H -2.802 -3.438 -3.341
H -2.605 0.272 -5.488
H -4.542 -0.417 -6.828
H -1.604 1.619 -3.699
H -0.391 3.393 -4.905
H 1.697 2.872 -6.112
H 2.637 0.595 -6.014
H 1.481 -1.165 -4.766
H -0.681 -2.279 -5.715
H 0.022 -4.422 -6.652
H 0.913 -6.178 -5.138
H 1.728 -6.853 -3.059
H 2.051 -6.485 -0.635
H 1.372 -4.416 0.378
Ge -2.092 -0.872 -1.100
C -3.994 -1.206 -1.655
C -4.649 -2.401 -1.398
C -5.929 -2.611 -1.882
C -6.559 -1.627 -2.625
C -5.913 -0.426 -2.873
C -4.633 -0.216 -2.393
C -2.233 1.064 -0.583
C -1.324 2.070 -0.882
C -1.478 3.337 -0.342
C -2.525 3.605 0.526
C -3.446 2.611 0.824
C -3.301 1.354 0.268
H -2.375 -1.652 0.938
H -4.149 -3.177 -0.830
H -6.425 -3.550 -1.696
H -7.554 -1.793 -3.009
H -6.403 0.347 -3.445
H -4.130 0.724 -2.588
H -0.508 1.879 -1.568
H -0.779 4.120 -0.603
H -2.641 4.587 0.958
H -4.275 2.814 1.485
H -4.047 0.588 0.464

---

(2)
10
Properties=species:S:1:pos:R:3 method="wB97M-V/def2-TZVPD" orbital_gap_ev=11.45 max_force_ev_per_a=3.4 smiles=C#CC[C@@H](F)Cl multiplicity=1 charge=0 e_tot_ha=-714.78847
C 0.682 0.244 -2.321
C 0.482 0.267 -1.142
C 0.192 0.417 0.243
C -0.539 -0.628 0.983
F 0.322 -1.531 1.623
Cl -1.662 0.131 2.241
H 0.921 0.448 -3.366
H -0.308 1.314 0.591
H 1.113 0.489 0.853
H -1.203 -1.152 0.295